(1)
{"formula": "C16H10BrCl5Pb", "method": "wB97M-V/def2-TZVPD", "homo_ha": -0.0263, "charge": -2, "de_lowest_kj_mol": 0.0, "species": ["C", "C", "C", "H", "C", "C", "H", "H", "H", "H", "Pb", "Br", "C", "C", "C", "H", "C", "C", "H", "H", "H", "H", "Cl", "C", "C", "C", "Cl", "C", "Cl", "C", "Cl", "C", "Cl"], "xyz": [[-0.938, -1.298, -2.865], [-1.019, -2.322, -1.881], [-1.837, -1.808, -0.811], [-0.609, -3.323, -1.950], [-2.171, -0.459, -1.112], [-1.630, -0.149, -2.393], [-1.776, 0.775, -2.945], [-0.473, -1.393, -3.854], [-2.189, -2.390, 0.043], [-2.814, 0.195, -0.524], [0.697, -1.113, 0.399], [2.366, -3.231, 0.620], [2.841, 0.904, -0.727], [2.006, 1.659, -1.621], [1.774, 0.878, -2.795], [1.672, 2.674, -1.460], [2.472, -0.343, -2.655], [3.134, -0.346, -1.391], [3.771, -1.131, -1.008], [3.175, 1.206, 0.249], [1.185, 1.189, -3.659], [2.508, -1.156, -3.393], [-1.058, -2.194, 2.596], [-1.027, -0.471, 2.883], [-0.693, 0.304, 1.815], [-0.841, 1.668, 1.890], [-0.692, 2.547, 0.414], [-1.078, 2.297, 3.132], [-1.132, 4.014, 3.216], [-1.272, 1.492, 4.300], [-1.627, 2.215, 5.817], [-1.248, 0.087, 4.165], [-1.475, -0.979, 5.503]]}

(2)
{"formula": "C6H15N2", "method": "wB97M-V/def2-TZVPD", "homo_ha": -0.4395, "charge": 1, "de_lowest_kj_mol": 942.3, "species": ["N", "C", "C", "N", "C", "C", "C", "C", "H", "H", "H", "H", "H", "H", "H", "H", "H", "H", "H", "H", "H", "H", "H"], "xyz": [[-3.449, -0.572, 1.035], [0.602, 3.099, -3.964], [1.298, 1.804, -4.050], [-0.385, -0.728, 0.429], [0.991, -0.926, 0.173], [1.593, -1.595, 1.409], [0.868, -0.804, 2.512], [-0.564, -0.562, 1.894], [-2.693, -0.947, 0.481], [-4.279, -1.066, 0.792], [-3.583, 0.429, 0.744], [1.139, 3.762, -3.271], [-0.384, 3.506, -3.581], [1.024, 0.616, -4.385], [2.142, 1.577, -3.326], [0.748, 0.210, 0.394], [1.184, -1.595, -0.688], [1.149, -2.557, 1.187], [2.688, -1.672, 1.487], [1.280, 0.213, 2.696], [0.780, -1.332, 3.458], [-0.913, 0.403, 2.186], [-1.237, -1.263, 2.390]]}

(3)
{"formula": "C2H5I2OP", "method": "wB97M-V/def2-TZVPD", "homo_ha": -0.3400, "smiles": "OCCP(I)I", "de_lowest_kj_mol": 101.9, "species": ["C", "C", "O", "P", "I", "I", "H", "H", "H", "H", "H"], "xyz": [[1.024, 0.577, -0.100], [-0.123, -0.386, 0.091], [2.131, -0.119, -0.678], [-1.709, 0.114, -0.683], [-2.124, 2.101, 0.808], [-3.080, -1.852, 0.101], [1.342, 1.194, 0.884], [2.244, -0.897, -0.072], [0.837, 1.330, -0.919], [-0.373, -0.751, 1.097], [-0.169, -1.313, -0.528]]}

(4)
{"formula": "C2H8N2O", "method": "wB97M-V/def2-TZVPD", "homo_ha": -0.3344, "smiles": "CC=O.NN", "de_lowest_kj_mol": 296.9, "species": ["C", "C", "O", "H", "H", "H", "H", "N", "N", "H", "H", "H", "H"], "xyz": [[1.838, 0.699, -0.149], [0.966, -0.425, -0.640], [1.068, -1.592, -0.154], [0.583, -0.292, -1.667], [1.342, 1.659, -0.315], [2.047, 0.567, 0.916], [2.780, 0.692, -0.701], [-1.033, -0.212, 0.508], [-2.326, -0.146, -0.104], [-2.692, 0.807, -0.100], [-3.003, -0.724, 0.396], [-0.985, 0.164, 1.459], [-0.585, -1.196, 0.549]]}

(5)
{"formula": "C48H39GeMnN7S", "method": "wB97M-V/def2-TZVPD", "spin_multiplicity": 5, "homo_ha": [-0.2779, -0.3684], "charge": 1, "de_lowest_kj_mol": 92.2, "species": ["Mn", "N", "C", "N", "C", "N", "N", "C", "C", "C", "C", "C", "C", "N", "C", "C", "C", "C", "C", "C", "H", "H", "H", "H", "H", "H", "H", "H", "H", "H", "H", "C", "C", "C", "C", "N", "C", "C", "C", "C", "C", "C", "C", "H", "H", "H", "H", "H", "H", "H", "H", "C", "C", "C", "C", "C", "C", "Ge", "C", "C", "C", "C", "C", "C", "C", "C", "C", "C", "C", "C", "H", "H", "H", "H", "H", "H", "H", "H", "H", "H", "H", "H", "H", "H", "H", "S", "C", "N", "C", "C", "C", "C", "H", "H", "H", "H", "H"], "xyz": [[0.453, -1.136, 1.921], [1.308, -2.443, -2.145], [1.328, -1.863, -0.961], [0.319, -1.935, -0.127], [-0.824, -2.665, -0.489], [-1.746, -2.799, 0.456], [-1.347, -2.241, 1.583], [-2.134, -2.286, 2.645], [-1.624, -1.692, 3.828], [-2.287, -1.653, 5.078], [-1.699, -1.020, 6.137], [-0.393, -0.494, 6.003], [0.214, -0.575, 4.787], [-0.409, -1.048, 3.690], [-0.932, -3.273, -1.819], [-2.056, -3.887, -2.407], [-2.054, -4.247, -3.747], [-0.914, -4.055, -4.532], [0.212, -3.501, -3.996], [0.212, -3.137, -2.659], [2.139, -2.342, -2.744], [2.197, -1.308, -0.616], [-3.157, -2.707, 2.615], [-3.251, -2.160, 5.187], [-2.230, -0.896, 7.069], [0.085, -0.055, 6.869], [1.225, -0.219, 4.645], [-2.928, -4.054, -1.818], [-2.907, -4.739, -4.192], [-0.966, -4.380, -5.560], [1.142, -3.362, -4.557], [3.418, 2.093, 2.161], [4.620, 1.383, 2.095], [4.600, -0.004, 2.140], [3.372, -0.664, 2.182], [2.193, 0.032, 2.161], [2.246, 1.381, 2.233], [3.182, -2.104, 2.147], [4.204, -3.045, 1.954], [3.856, -4.366, 1.770], [2.558, -4.783, 1.933], [1.543, -3.884, 2.225], [1.845, -2.541, 2.172], [3.384, 3.182, 2.075], [5.556, 1.904, 2.048], [5.506, -0.550, 2.133], [1.294, 1.898, 2.320], [5.256, -2.747, 1.933], [4.591, -5.122, 1.563], [2.342, -5.828, 1.889], [0.520, -4.190, 2.400], [4.402, 1.466, -2.614], [3.933, 2.400, -1.697], [2.555, 2.494, -1.454], [1.666, 1.623, -2.045], [2.140, 0.744, -3.024], [3.502, 0.706, -3.343], [-0.215, 1.621, -1.478], [-1.359, 0.658, -2.771], [-1.113, 0.757, -4.121], [-1.995, 0.186, -5.030], [-3.168, -0.393, -4.619], [-3.446, -0.443, -3.264], [-2.532, 0.013, -2.346], [-0.583, 3.556, -1.485], [-0.897, 4.270, -0.339], [-1.068, 5.656, -0.376], [-0.964, 6.317, -1.581], [-0.629, 5.606, -2.732], [-0.420, 4.236, -2.684], [5.461, 1.376, -2.800], [4.620, 3.043, -1.141], [2.187, 3.283, -0.808], [1.468, 0.081, -3.545], [3.820, 0.044, -4.132], [-0.215, 1.227, -4.523], [-1.761, 0.219, -6.093], [-3.847, -0.777, -5.360], [-4.380, -0.849, -2.915], [-2.706, -0.114, -1.283], [-0.908, 3.737, 0.603], [-1.332, 6.167, 0.531], [-1.166, 7.374, -1.680], [-0.577, 6.091, -3.695], [-0.151, 3.694, -3.579], [-1.130, 0.923, 0.670], [-2.516, 1.517, 1.522], [-3.783, 1.081, 1.223], [-4.906, 1.626, 1.777], [-4.817, 2.586, 2.739], [-3.532, 2.974, 3.172], [-2.402, 2.420, 2.580], [-3.908, 0.402, 0.489], [-5.855, 1.195, 1.463], [-5.724, 2.981, 3.166], [-3.403, 3.655, 4.001], [-1.409, 2.699, 2.943]]}

(6)
{"formula": "C35H46Cl2GeN3O9PSTi", "method": "wB97M-V/def2-TZVPD", "spin_multiplicity": 2, "homo_ha": [-0.3825, -0.4142], "charge": 1, "de_lowest_kj_mol": 0.0, "species": ["Ti", "C", "C", "C", "C", "O", "Ge", "O", "C", "C", "C", "C", "O", "C", "C", "C", "C", "H", "H", "H", "H", "H", "H", "H", "H", "H", "H", "H", "H", "H", "H", "H", "H", "H", "H", "H", "H", "H", "H", "H", "H", "H", "H", "H", "Cl", "C", "C", "C", "C", "C", "C", "P", "C", "C", "C", "C", "C", "C", "C", "C", "C", "C", "C", "C", "H", "H", "H", "H", "H", "H", "H", "H", "H", "H", "H", "H", "H", "H", "O", "Cl", "O", "O", "O", "O", "N", "O", "C", "C", "C", "C", "N", "C", "S", "N", "H", "H", "H", "H", "H"], "xyz": [[-0.327, 0.313, 0.789], [3.207, 0.858, 1.930], [2.103, 0.519, 2.913], [1.676, 1.725, 3.729], [2.582, -0.592, 3.838], [0.911, 0.074, 2.156], [0.052, -1.900, 2.853], [-1.280, -1.115, 1.616], [-2.648, -1.708, 1.539], [-3.624, -0.684, 0.989], [-2.551, -2.925, 0.634], [-3.048, -2.092, 2.956], [0.842, -2.667, 1.434], [1.670, -3.848, 1.409], [1.050, -4.801, 0.395], [1.730, -4.504, 2.786], [3.064, -3.439, 0.952], [4.038, 1.311, 2.471], [2.862, 1.566, 1.180], [3.571, -0.037, 1.426], [2.515, 2.078, 4.330], [0.857, 1.459, 4.397], [1.341, 2.537, 3.087], [3.519, -0.277, 4.298], [2.784, -1.511, 3.285], [1.874, -0.785, 4.645], [-3.306, -0.283, 0.029], [-3.786, 0.135, 1.688], [-4.577, -1.191, 0.836], [-2.396, -2.645, -0.408], [-3.478, -3.497, 0.700], [-1.728, -3.569, 0.945], [-2.949, -1.239, 3.630], [-2.457, -2.929, 3.338], [-4.090, -2.411, 2.954], [0.005, -4.994, 0.644], [1.582, -5.754, 0.389], [1.089, -4.367, -0.605], [0.734, -4.817, 3.112], [2.149, -3.822, 3.531], [2.364, -5.390, 2.757], [3.006, -2.913, 0.000], [3.693, -4.320, 0.819], [3.545, -2.787, 1.684], [2.032, -0.391, -0.860], [2.842, 1.036, -1.464], [4.054, 0.843, -2.103], [4.740, 1.944, -2.589], [4.214, 3.219, -2.432], [3.000, 3.390, -1.790], [2.287, 2.298, -1.291], [0.661, 2.539, -0.503], [0.817, 4.181, 0.265], [1.829, 4.385, 1.203], [1.958, 5.606, 1.842], [1.073, 6.638, 1.554], [0.074, 6.445, 0.614], [-0.053, 5.224, -0.035], [-0.484, 2.718, -1.903], [-1.826, 3.007, -1.641], [-2.732, 3.106, -2.682], [-2.318, 2.890, -3.989], [-0.994, 2.576, -4.253], [-0.076, 2.493, -3.215], [4.451, -0.157, -2.216], [5.689, 1.801, -3.089], [4.749, 4.079, -2.811], [2.589, 4.384, -1.668], [2.534, 3.596, 1.429], [2.749, 5.753, 2.565], [1.169, 7.590, 2.058], [-0.610, 7.248, 0.376], [-0.828, 5.096, -0.777], [-2.165, 3.145, -0.622], [-3.767, 3.337, -2.471], [-3.030, 2.958, -4.801], [-0.668, 2.395, -5.268], [0.956, 2.254, -3.437], [-0.937, 3.303, 2.758], [-1.893, 2.260, 2.671], [-3.229, 2.718, 2.671], [-1.655, 1.211, 3.608], [-1.705, 1.621, 1.268], [-2.412, -0.167, -2.544], [-1.518, -0.728, -1.923], [-0.999, -0.053, -0.846], [-4.500, -4.583, -2.687], [-3.355, -4.045, -3.485], [-3.182, -4.327, -4.836], [-2.084, -3.781, -5.470], [-1.230, -2.971, -4.840], [-1.492, -2.774, -3.562], [-0.304, -1.737, -2.725], [-2.473, -3.279, -2.837], [-5.145, -5.220, -3.287], [-5.087, -3.753, -2.290], [-4.123, -5.153, -1.838], [-3.878, -4.958, -5.369], [-1.880, -3.974, -6.516]]}